Formula: C39H42FLiN8O4S
Source: the Open Molecules 2025 dataset
Level of theory: ωB97M-V/def2-TZVPD

Last column: Löwdin charge in e.
Cartesian coordinates (Å):
Li: -7.25489 -6.29605 22.53828  0.494
N: -8.47015 -4.13840 17.28958  0.092
C: -7.61123 -3.54437 18.22791  -0.314
C: -7.61665 -2.14723 18.34007  -0.038
C: -6.96218 -1.61341 19.44843  -0.068
C: -6.26362 -2.50450 20.35186  -0.061
C: -6.33313 -3.84604 20.12885  -0.151
N: -6.97152 -4.35757 19.09281  0.166
C: -9.05222 -5.36472 17.68952  -0.328
C: -8.83918 -6.55665 16.97230  -0.034
C: -9.31587 -7.75808 17.44056  -0.086
C: -9.92751 -7.73587 18.67602  -0.074
C: -10.04739 -6.56314 19.39243  -0.090
N: -9.57164 -5.38090 18.91109  0.115
H: -8.10602 -4.13176 16.39395  0.095
H: -8.22549 -1.53487 17.68630  0.096
H: -6.77550 -0.53877 19.59834  0.098
H: -5.67759 -2.09880 21.19943  0.113
H: -5.88259 -4.54063 20.81103  0.109
H: -8.21778 -6.54052 15.99869  0.132
H: -9.08967 -8.71724 16.94215  0.119
H: -10.27176 -8.64827 19.08509  0.095
H: -10.30096 -6.51145 20.45774  0.088
C: -5.00393 -8.61419 24.63074  -0.060
C: -6.11616 -9.71039 24.81918  -0.165
N: -7.52406 -9.18066 24.64063  -0.112
C: -8.33306 -8.78540 25.80242  -0.251
C: -7.52182 -8.02354 26.80286  -0.076
C: -7.84935 -8.73706 23.39117  -0.786
S: -9.25543 -7.77224 23.08919  0.572
N: -7.06739 -9.19092 22.39174  0.068
C: -6.67249 -8.55504 21.27373  -0.489
O: -6.47612 -7.33743 21.23135  -0.068
C: -6.38961 -9.38790 20.06265  -0.146
C: -6.61544 -10.73747 20.06748  -0.048
C: -6.41458 -11.53462 18.97456  -0.091
C: -5.88828 -10.94507 17.83600  -0.102
C: -5.75526 -9.55461 17.75614  -0.070
C: -6.03752 -8.74913 18.88848  -0.007
H: -4.06627 -8.97118 25.03811  0.060
H: -5.33734 -7.70867 25.14772  0.048
H: -4.90380 -8.36528 23.54772  0.074
H: -6.04392 -10.08453 25.82427  0.092
H: -5.98582 -10.46150 24.01802  0.107
H: -8.75114 -9.73485 26.19135  0.121
H: -9.18978 -8.23767 25.49313  0.028
H: -6.80365 -8.63006 27.27509  0.048
H: -8.15161 -7.53578 27.56037  0.087
H: -6.91854 -7.27099 26.32358  0.055
H: -6.98078 -11.13062 21.00554  0.110
H: -6.62091 -12.59661 19.04565  0.101
H: -5.58061 -11.57227 17.01497  0.091
H: -5.41203 -9.10087 16.86366  0.079
H: -5.94268 -7.69510 18.95450  0.098
F: -11.39019 -1.87042 19.39414  -0.004
C: -10.70228 -1.69268 20.59796  -0.164
C: -9.89660 -2.77882 20.94321  0.106
C: -9.25842 -2.59405 22.20323  -0.010
C: -8.43957 -3.81049 22.69745  -0.283
O: -8.37031 -4.80725 21.96948  -0.048
C: -7.75508 -3.62187 23.94122  -0.010
C: -7.81694 -2.39876 24.55056  0.059
N: -8.47075 -1.30024 24.01632  -0.007
C: -8.52434 -0.12052 24.83361  -0.280
C: -8.20026 1.24491 24.30868  -0.107
C: -7.19173 0.54252 25.23073  -0.069
C: -9.26568 -1.39446 22.91377  -0.134
C: -10.20833 -0.38759 22.54257  0.090
C: -10.91750 -0.56792 21.36517  -0.186
N: -11.75002 0.51412 20.93426  -0.120
C: -11.28463 1.32360 19.83625  -0.141
C: -11.88829 0.92687 18.53371  -0.097
N: -13.38923 0.83028 18.68903  0.027
C: -13.79476 -0.16082 19.73904  -0.071
C: -13.16573 0.43815 21.05283  -0.127
C: -6.79209 -4.60236 24.65980  -0.659
O: -6.42241 -4.27269 25.79732  -0.013
O: -6.52052 -5.62892 24.04042  -0.065
H: -9.92456 -3.60681 20.22068  0.112
H: -7.29364 -2.35306 25.46908  0.127
H: -9.26070 -0.15650 25.63752  0.154
H: -8.79143 2.02274 24.77265  0.100
H: -7.75702 1.34170 23.31367  0.114
H: -7.14354 0.80908 26.30951  0.113
H: -6.31234 0.12313 24.76168  0.105
H: -10.32326 0.51357 23.06656  0.099
H: -10.20181 1.35062 19.82055  0.146
H: -11.59821 2.37824 20.02803  0.140
H: -11.59778 -0.06210 18.17340  0.129
H: -11.72544 1.61354 17.72512  0.128
H: -13.88314 0.68006 17.78851  0.190
H: -13.83906 1.75558 18.92849  0.192
H: -13.30605 -1.05772 19.43530  0.102
H: -14.94095 -0.19323 19.76272  0.160
H: -13.47668 -0.24230 21.85225  0.146
H: -13.56822 1.43296 21.20133  0.120

E_HOMO: -5.98 eV
relative energy (zero: lowest compared OMol25 entry of this formula, charge and spin): 1.449 eV
gap between HOMO and LUMO: 4.333 eV
E_LUMO: -1.6 eV
strongest force on any atom: 3.068 eV Å⁻¹